The following is a DFT calculation (wB97M-V/def2-TZVPD) of C21H32ClN4O4Si2V as an isolated structure at a distorted geometry.

Calculated values
E = -90416.9070 eV
F_max = 2.77 eV/Å
⟨S²⟩ = 2.048
HOMO-LUMO gap (spin up / spin down) = 6.8489 / 7.0409 eV
HOMO (spin up / spin down) = -0.27496 / -0.27582 Eh
2S+1 = 3

Element x y z (Å)
1 H -2.140796 5.426211 -0.407899
2 H -1.875669 5.381435 1.336993
3 H -1.093184 -1.814197 -0.938662
4 C -2.880979 -0.567799 0.048755
5 H -3.425851 -1.735924 1.875147
6 O -1.776440 0.049452 -0.235471
7 C -0.335444 -4.537188 0.773014
8 C 1.081253 2.829569 1.167535
9 H 0.858058 -4.581077 2.609798
10 H 2.062574 -2.769297 -0.125925
11 H 5.169386 -1.276504 0.798186
12 C -3.279802 2.688944 0.456890
13 H -1.366651 1.695094 -1.796125
14 C -1.484295 5.032487 0.386564
15 H 4.284324 1.755187 0.752747
16 Cl -2.152913 0.093760 2.617883
17 H -0.197343 2.999613 -1.958257
18 H 1.485853 -1.931754 -1.498771
19 C 2.085965 1.932614 0.922836
20 H -4.290420 -3.676685 -3.182720
21 N -0.229429 2.259807 1.037932
22 H -3.110104 -2.814615 -1.378862
23 Si -1.468790 3.158036 0.156752
24 H 0.674280 -2.011793 2.782914
25 H 4.845505 1.014994 -1.189969
26 H -3.405606 -5.224634 -2.975094
27 H -0.476489 5.478469 0.200538
28 H -4.262017 -0.237333 1.753896
29 H 4.469789 -0.099990 1.905208
30 N 1.745820 0.586215 0.589293
31 C 2.651333 4.593530 1.589059
32 H -3.827490 3.550323 0.028527
33 H 3.817611 -1.713945 1.832192
34 C -1.231426 2.770347 -1.650594
35 H -3.512278 2.601670 1.523684
36 H 4.695907 4.065249 1.303335
37 H 3.079586 -2.496867 -1.493370
38 N -2.821886 -3.711215 -1.736058
39 H 4.332852 -0.350298 -2.184479
40 O -3.622122 -1.111791 -0.766960
41 C 2.360856 -1.999250 -0.844078
42 C 3.433491 2.403984 0.958917
43 H 2.903335 5.599847 1.821898
44 H 0.504698 4.768131 1.853205
45 V -0.185899 0.389365 0.956529
46 H -3.544667 1.781760 -0.033455
47 C 0.342894 -2.599364 1.925306
48 C -0.770948 -2.404163 -0.108324
49 C -1.731179 -4.358247 -1.281801
50 O -1.338937 -5.392651 -1.747806
51 O -2.387827 -3.862965 -4.053299
52 C 4.214644 -0.882966 1.186074
53 H -0.418220 -5.615344 0.598056
54 C 3.684887 3.695756 1.301396
55 C -3.312133 -0.710251 1.515138
56 H 3.273123 1.045426 -2.079412
57 C -0.974175 -3.741200 -0.166023
58 N -0.201167 -1.831135 0.952875
59 H -2.351749 -2.922659 -4.179970
60 Si 3.010497 -0.437048 -0.132408
61 C 3.980541 0.423734 -1.500596
62 H -1.942343 3.317464 -2.264333
63 C 0.330410 -3.974304 1.862831
64 C -3.302977 -4.144503 -3.023148
65 C 1.350141 4.150489 1.551966

Atoms 1-3, force components in eV/Å:
H 0.0952 -0.1412 0.2455
H 0.0485 0.0003 0.2164
H -0.0289 0.5425 -0.0651